# 1
{"formula": "C17H19N", "method": "ωB97M-V with the def2-TZVPD basis set", "symbols": ["C", "C", "C", "C", "C", "C", "C", "C", "C", "C", "N", "H", "H", "H", "H", "H", "H", "H", "H", "H", "H", "H", "C", "C", "C", "C", "C", "C", "C", "H", "H", "H", "H", "H", "H", "H", "H"], "coordinates": [[-0.596, 1.360, 2.785], [-1.852, 2.065, 3.317], [-0.853, 0.061, 2.127], [-1.762, -0.108, 1.043], [-0.063, -1.094, 2.150], [-0.539, -1.960, 1.124], [1.127, -1.442, 2.836], [0.186, -3.038, 0.717], [1.749, -2.636, 2.555], [1.262, -3.452, 1.527], [-1.571, -1.279, 0.456], [-0.044, 2.020, 2.102], [0.108, 1.245, 3.608], [-2.478, 1.332, 3.822], [-2.403, 0.675, 0.656], [-2.257, -1.691, -0.162], [1.454, -0.735, 3.598], [0.003, -3.527, -0.227], [2.703, -2.874, 2.996], [1.787, -4.345, 1.221], [-2.461, 2.460, 2.500], [-1.559, 2.903, 3.935], [-0.996, -0.160, -3.863], [2.149, 1.574, -2.713], [1.328, 0.680, -3.400], [1.636, 2.698, -2.093], [-0.036, 0.905, -3.397], [0.290, 3.008, -2.260], [-0.542, 2.115, -2.921], [3.194, 1.344, -2.544], [1.762, -0.099, -4.011], [2.249, 3.339, -1.470], [-0.072, 4.003, -2.029], [-1.983, 0.231, -4.091], [-1.060, -0.844, -3.010], [-1.590, 2.372, -3.027], [-0.609, -0.745, -4.695]], "forces_ev_per_angstrom": [[0.138, 0.508, 0.583], [-0.107, -0.346, -0.901], [0.742, 0.477, -0.576], [0.111, 0.534, 0.060], [-0.070, -0.907, -0.050], [0.771, 0.535, -0.078], [-0.871, 0.694, 0.473], [-0.157, -0.473, 0.146], [0.206, -0.126, -0.485], [0.090, 0.609, -0.435], [-0.658, 0.030, 0.265], [-0.229, -0.127, -0.221], [0.004, -0.335, 0.132], [0.023, 0.248, 0.475], [-0.298, -0.418, 0.024], [0.287, -0.044, -0.275], [0.334, -0.364, -0.147], [-0.273, -0.298, 0.067], [-0.073, -0.167, 0.355], [0.124, -0.019, 0.186], [0.095, 0.049, 0.003], [-0.152, -0.016, 0.316], [0.521, -0.087, 0.325], [0.314, -0.393, 0.549], [0.338, 0.782, 0.104], [-0.357, 0.122, 0.200], [-0.870, 0.079, -0.629], [0.099, 0.224, -0.675], [0.260, 0.059, 0.568], [0.087, 0.017, -0.392], [-0.035, -0.387, 0.337], [0.167, 0.007, -0.284], [-0.098, -0.145, 0.439], [-0.046, 0.000, -0.060], [-0.364, -0.197, -0.154], [-0.009, -0.194, -0.111], [-0.046, 0.068, -0.133]], "mulliken_charge": [-0.387, -1.216, 0.755, -0.573, 0.556, -0.250, -0.353, -0.489, -0.765, -0.334, 0.053, 0.345, 0.312, 0.354, 0.386, 0.309, 0.380, 0.399, 0.415, 0.401, 0.313, 0.382, -1.252, -0.415, -0.492, -0.578, 0.892, -0.512, -0.492, 0.375, 0.401, 0.421, 0.427, 0.371, 0.145, 0.346, 0.373], "e_above_lowest_kj_mol": 35.5, "orbital_gap_ev": [7.74, 4.64], "fmax_ev_per_a": 1.21, "total_charge": 1, "spin_multiplicity": 2, "e_tot_ev": -19419.927}

***

# 2
{"formula": "C8H20ClNO", "method": "ωB97M-V with the def2-TZVPD basis set", "symbols": ["C", "C", "N", "C", "C", "C", "C", "C", "O", "C", "H", "H", "H", "H", "H", "H", "H", "H", "H", "H", "H", "H", "H", "H", "H", "H", "H", "H", "H", "H", "Cl"], "coordinates": [[2.702, 0.052, 0.853], [1.351, 0.010, 1.632], [0.078, 0.237, 0.814], [-0.885, 0.650, 1.882], [0.209, 1.481, -0.117], [0.898, 1.365, -1.495], [-0.258, -1.019, 0.158], [-1.460, -1.068, -0.734], [-1.347, -2.194, -1.593], [-2.355, -2.200, -2.586], [2.722, -0.595, -0.009], [3.463, -0.330, 1.557], [2.961, 1.084, 0.565], [1.355, 0.693, 2.490], [1.229, -0.950, 2.206], [-0.984, -0.149, 2.632], [-1.882, 0.915, 1.503], [-0.490, 1.563, 2.363], [0.559, 2.327, 0.529], [-0.792, 1.798, -0.429], [0.615, 0.423, -1.952], [2.021, 1.410, -1.438], [0.555, 2.323, -1.913], [-0.377, -1.701, 1.026], [0.534, -1.361, -0.433], [-1.372, -0.174, -1.385], [-2.396, -0.998, -0.240], [-2.292, -1.379, -3.385], [-3.355, -2.062, -2.145], [-2.316, -3.141, -3.080], [1.312, 2.991, 2.726]], "forces_ev_per_angstrom": [[-0.735, 0.342, 1.127], [1.236, -1.035, 0.651], [0.773, 2.098, 0.443], [-1.112, 0.260, 0.433], [-0.197, 0.543, -0.052], [1.496, 0.368, 1.962], [-1.378, -1.360, 1.721], [0.880, 1.346, -1.970], [-0.177, 0.284, 0.354], [-0.618, 1.550, -0.408], [-0.087, -0.240, -0.384], [-0.260, 0.310, -0.297], [-0.129, -0.455, 0.261], [0.137, 0.639, -0.884], [-0.082, 0.308, -1.195], [0.140, 0.145, -0.368], [0.337, -0.397, -0.321], [0.158, -0.327, -0.160], [0.227, -0.915, -0.287], [-0.318, -0.588, 0.718], [-0.208, 0.333, -0.764], [-1.134, -0.107, -0.052], [0.131, -0.769, -0.799], [0.076, -0.022, -0.747], [1.546, -0.365, -0.698], [-0.397, -0.127, 0.204], [-1.027, -0.278, 0.639], [0.470, -0.846, 1.142], [0.181, -0.208, 0.068], [0.080, -0.755, -0.353], [-0.007, 0.265, 0.013]], "mulliken_charge": [-1.281, -0.374, 0.245, -0.934, -0.447, -1.048, -0.919, -0.388, -0.335, -0.719, 0.309, 0.422, 0.249, 0.449, 0.425, 0.358, 0.292, 0.429, 0.243, 0.478, 0.267, 0.286, 0.378, 0.366, 0.341, 0.265, 0.458, 0.268, 0.303, 0.282, -0.667], "e_above_lowest_kj_mol": 0.0, "orbital_gap_ev": 8.10, "fmax_ev_per_a": 2.59, "e_tot_ev": -24678.456}